Entry 1:
A structure of composition ILi3. Source: the Open Molecules 2025 dataset; level of theory: ωB97M-V with the def2-TZVPD basis set.

Last column: Löwdin charge in e.
Atoms and positions in Å:
Li  13.240251  -1.567540  2.077306  0.724
Li  17.121823  0.470387  -0.585952  0.760
Li  17.060390  -1.568122  2.945402  0.738
I  15.242814  0.356981  1.684114  -0.222

Atoms 1-2, force components in eV/Å:
-0.14 0.29 -0.15
-0.30 0.19 0.02

Computed properties:
- HOMO energy (eV) = -17.477
- net charge = +2
- multiplicity = 1
- orbital gap (eV) = 9.3
- energy relative to the best compared isomer or geometry (same formula, charge and spin) (eV) = 0.375

=====

Entry 2:
A cluster of 2 separate species, INO2 in total in a non-equilibrium geometry. Source: the Open Molecules 2025 dataset; level of theory: ωB97M-V with the def2-TZVPD basis set.

Last column: Löwdin charge in e.
Atoms and positions in Å:
N  -0.594297  0.373704  -0.790280  -0.227
O  0.431110  0.358720  -1.387662  0.154
O  -1.014782  0.376297  0.256496  0.116
I  1.177969  -1.108721  1.921445  -0.043

Atoms 1-2, force components in eV/Å:
1.99 0.81 -4.30
-1.00 -0.56 1.40

Computed properties:
- HOMO energy (alpha / beta) (eV) = -9.121 / -9.184
- multiplicity = 1
- orbital gap (alpha / beta) (eV) = 5.2 / 5.3
- energy relative to the best compared isomer or geometry (same formula, charge and spin) (eV) = 1.723

=====

Entry 3:
A structure of composition IO2V in a non-equilibrium geometry. Source: the Open Molecules 2025 dataset; level of theory: ωB97M-V with the def2-TZVPD basis set.

Last column: Löwdin charge in e.
Atoms and positions in Å:
O  -32.263240  21.063610  -25.881400  -0.324
V  -33.405610  22.139000  -26.180710  1.017
O  -34.573090  21.078920  -26.029770  -0.321
I  -31.608130  22.566800  -29.694720  -0.372

Atoms 1-2, force components in eV/Å:
-0.74 3.06 -0.30
1.56 -5.60 -0.60

Computed properties:
- HOMO energy (eV) = -8.527
- multiplicity = 1
- orbital gap (eV) = 5.0
- energy relative to the best compared isomer or geometry (same formula, charge and spin) (eV) = 3.254

=====

Entry 4:
A cluster of 2 separate species, IPS in total in a non-equilibrium geometry. Source: the Open Molecules 2025 dataset; level of theory: ωB97M-V with the def2-TZVPD basis set.

Last column: Löwdin charge in e.
Atoms and positions in Å:
P  2.265273  -0.953692  -0.003154  0.122
S  1.232136  0.682594  0.001263  -0.108
I  -3.497408  0.271097  0.001890  -0.014

Atoms 1-2, force components in eV/Å:
-0.89 1.39 0.00
0.83 -1.40 0.00

Computed properties:
- HOMO energy (alpha / beta) (eV) = -10.263 / -7.803
- multiplicity = 1
- orbital gap (alpha / beta) (eV) = 8.8 / 4.6
- energy relative to the best compared isomer or geometry (same formula, charge and spin) (eV) = 2.231

=====

Entry 5:
An isolated molecule of N2O in a non-equilibrium geometry. Source: the Open Molecules 2025 dataset; level of theory: ωB97M-V with the def2-TZVPD basis set.

Last column: Löwdin charge in e.
Atoms and positions in Å:
N  0.356930  1.082007  0.000000  0.231
N  -0.015519  0.034856  0.000000  -0.299
O  -0.341412  -1.116862  0.000000  0.068

Atoms 1-2, force components in eV/Å:
-0.13 0.40 0.00
0.10 -1.40 0.00

Computed properties:
- HOMO energy (eV) = -12.117
- multiplicity = 1
- orbital gap (eV) = 13.5
- energy relative to the best compared isomer or geometry (same formula, charge and spin) (eV) = 0.009

=====

Entry 6:
A structure of composition N2O10SSr4 in a non-equilibrium geometry. Source: the Open Molecules 2025 dataset; level of theory: ωB97M-V with the def2-TZVPD basis set.

Last column: Löwdin charge in e.
Atoms and positions in Å:
Sr  -3.104275  3.267760  -0.342742  1.938
Sr  1.489995  0.349870  3.143078  1.904
Sr  1.620915  3.365060  0.150648  1.840
Sr  -1.690275  -1.351760  -2.303452  1.901
N  1.803115  1.030790  -2.329462  -0.738
O  2.760015  1.207460  -1.665462  -0.010
O  1.458165  2.008780  -3.026672  -0.024
O  1.458855  -0.045730  -2.659032  0.028
N  -1.060655  -3.372370  1.604108  -0.611
O  -1.130735  -4.469620  0.922698  0.295
O  -1.916425  -2.737860  1.988598  0.212
O  0.083935  -3.178910  1.921968  0.157
S  -0.326735  0.807800  0.511528  0.213
O  -1.140485  2.043780  0.507928  -0.561
O  -0.583025  -0.135640  -0.638742  -0.547
O  1.026405  1.229050  0.581958  -0.630
O  -0.748785  -0.018460  1.633048  -0.368

Atoms 1-2, force components in eV/Å:
-0.66 0.39 0.25
-0.36 -1.59 0.37

Computed properties:
- HOMO energy (eV) = -21.816
- net charge = +5
- multiplicity = 2
- orbital gap (eV) = 4.4
- expectation value of S² = 0.756

=====

- Which value of multiplicity does entry 2 give?
  1

=====

- Which of these has the highest multiplicity?
  N2O10SSr4

=====

- Which of these has the highest multiplicity?
  N2O10SSr4

=====

- Which formula does entry 5 have?
  N2O